A structure of composition C11H7F5IrN2O10 at a distorted geometry. Source: the OMol25 dataset; level of theory: ωB97M-V/def2-TZVPD.

Geometry as XYZ:
```
36
Properties=species:S:1:pos:R:3
Ir 0.469 -1.048 -1.113
O -1.889 -2.624 1.751
C -1.324 -1.821 1.062
O -0.684 -2.218 -0.047
C -1.359 -0.357 1.389
C -1.645 -0.007 2.698
C -1.708 1.325 3.053
C -1.479 2.340 2.144
C -1.189 1.987 0.846
C -1.162 0.649 0.422
O -0.979 0.326 -0.847
N -0.824 3.055 -0.094
O -1.415 4.108 -0.001
O 0.066 2.820 -0.890
N -2.008 1.686 4.448
O -1.974 2.866 4.735
O -2.109 0.779 5.247
H -1.822 -0.782 3.431
H -1.508 3.377 2.443
C -0.290 -2.170 -3.871
O -0.755 -1.893 -2.530
H -1.141 -2.501 -4.460
H 0.493 -2.924 -3.851
H 0.088 -1.231 -4.264
H -1.116 -2.684 -2.088
F 4.415 1.139 -0.404
C 3.245 1.728 -0.674
F 3.372 2.459 -1.770
F 2.910 2.507 0.348
C 2.191 0.632 -0.868
O 1.706 0.036 0.132
O 1.816 0.260 -2.015
F 1.144 -3.774 -1.652
C 1.726 -2.655 -1.121
F 2.123 -2.968 0.133
H 2.617 -2.424 -1.722
```

Computed properties:
**Maximum force**: 1.3 eV/Å
**2S+1**: 2
**Relative energy (zero: lowest compared OMol25 entry of this formula, charge and spin)**: 12.4 kcal per mole
**Gap between HOMO and LUMO (alpha / beta)**: 8.97 / 6.15 eV
**LUMO level (alpha / beta)**: -0.9 / -3.6 eV

A cluster of 2 separate species, C11H7O2 in total at a distorted geometry. Source: the OMol25 dataset; level of theory: ωB97M-V/def2-TZVPD.

Geometry as XYZ:
```
20
Properties=species:S:1:pos:R:3
C -2.416 -0.273 0.680
C -1.510 -0.458 1.708
C -2.140 -0.545 -0.633
C -0.222 -0.787 1.333
C -0.791 -0.651 -0.965
C 0.168 -0.838 0.009
C 1.500 -1.089 -0.197
C 2.663 -1.593 -0.216
C 1.206 1.797 -0.350
C 2.297 1.593 0.253
C 0.291 1.943 -1.313
O 3.839 -1.937 -0.251
O 3.221 1.681 0.987
H -3.373 0.019 1.050
H -1.779 -0.376 2.794
H -2.720 -0.637 -1.504
H 0.444 -1.132 2.178
H -0.681 -0.667 -2.089
H -0.562 2.458 -1.243
H 0.563 1.492 -2.232
```

Computed properties:
**Maximum force**: 5.1 eV/Å
**Total charge**: -1
**Gap between HOMO and LUMO (alpha / beta)**: 6.14 / 6.14 eV
**LUMO level (alpha / beta)**: 3.2 / 3.1 eV

A structure of composition C11H8BMnNO3SSe2Te2. Source: the OMol25 dataset; level of theory: ωB97M-V/def2-TZVPD.

Geometry as XYZ:
```
30
Properties=species:S:1:pos:R:3
Mn 1.288 2.076 -0.614
Se 3.913 2.375 -0.221
Te 4.647 4.705 -0.444
Te 2.998 5.452 -2.593
Se 1.801 3.328 -2.888
O -1.077 2.262 -0.405
N -1.715 2.136 0.723
C -3.067 2.093 0.659
C -3.858 2.014 1.773
C -3.236 1.974 3.025
C -1.867 1.991 3.080
C -1.053 2.042 1.924
S 0.644 1.999 1.991
H -3.435 2.134 -0.354
H -4.933 1.982 1.658
H -3.820 1.931 3.936
H -1.343 1.958 4.024
O 0.388 -1.031 -1.843
B 1.372 -0.254 -1.126
O 2.202 -1.223 -0.468
C 1.726 -2.456 -0.753
C 2.181 -3.685 -0.326
C 1.490 -4.817 -0.770
C 0.389 -4.701 -1.609
C -0.064 -3.449 -2.037
C 0.622 -2.339 -1.592
H 3.039 -3.760 0.329
H 1.818 -5.799 -0.452
H -0.128 -5.595 -1.937
H -0.921 -3.345 -2.690
```

Computed properties:
**Maximum force**: 0.6 eV/Å
**2S+1**: 6
**Total charge**: -2
**Gap between HOMO and LUMO (alpha / beta)**: 4.65 / 4.71 eV
**LUMO level (alpha / beta)**: 4.5 / 4.5 eV

An isolated molecule of C11H8Cl6O at a distorted geometry. Source: the OMol25 dataset; level of theory: ωB97M-V/def2-TZVPD.

Geometry as XYZ:
```
26
Properties=species:S:1:pos:R:3
Cl 2.893 -0.302 -0.837
C 1.867 1.137 -0.710
C 1.524 1.480 0.766
Cl 2.290 0.228 1.884
C 0.000 1.525 0.757
Cl -0.662 2.412 2.211
C -0.514 0.144 0.617
C -0.147 -0.203 -0.670
C -0.214 -1.677 -1.013
C -0.788 -2.586 0.120
C -1.890 -1.840 0.791
O -2.269 -1.303 2.003
C -1.018 -0.800 1.635
C 0.561 1.019 -1.423
Cl 0.679 0.969 -3.252
C -0.326 2.105 -0.676
Cl -2.135 2.282 -1.167
Cl 0.315 3.870 -0.924
H 2.448 1.968 -1.089
H 1.862 2.487 1.132
H 0.668 -2.158 -1.404
H -0.990 -1.653 -1.801
H -0.112 -2.774 0.937
H -1.070 -3.540 -0.270
H -2.678 -1.439 0.144
H -0.294 -1.353 2.240
```

Computed properties:
**SMILES**: Cl[C@@H]1[C@H](Cl)[C@]2(Cl)C3=C(CC[C@H]4O[C@H]34)[C@@]1(Cl)C2(Cl)Cl
**Maximum force**: 3.2 eV/Å
**Gap between HOMO and LUMO**: 8.90 eV
**LUMO level**: -0.1 eV

Among the records above, which one has the highest maximum force? C11H7O2